8 unconnected molecules or ions with the total composition C22H57N7O10, computed with the ωB97M-V functional and the def2-TZVPD basis.

For the HOMO energy, the calculation gives -22.8 eV. For the LUMO energy, the calculation gives -13.59 eV. The total energy comes out at -54573.800 eV. For the HOMO-LUMO gap, the calculation gives 9.177 eV. The calculation puts the energy above the lowest of the compared OMol25 structures with the same formula, charge and spin at 67.89 kcal/mol. Its total charge is +6. The calculation puts the molecular weight at 579.74 g/mol.

Structure (XYZ):
```
96
Properties=species:S:1:pos:R:3:mulliken_charge:R:1
C -9.525 -12.131 -10.274 -0.9937
C -9.198 -13.447 -9.584 0.4640
O -8.903 -14.461 -10.126 -0.3356
N -9.173 -13.414 -8.086 -0.2061
H -9.173 -12.448 -7.736 0.4226
H -10.164 -13.547 -7.811 0.4120
C -8.250 -14.365 -7.304 -0.7056
H -8.682 -11.437 -10.274 0.3218
H -10.450 -11.615 -10.013 0.5340
H -9.639 -12.332 -11.339 0.1146
H -8.417 -15.362 -7.704 0.3167
H -8.508 -14.383 -6.247 0.3839
H -7.264 -13.978 -7.536 0.2820
C -3.311 -4.818 -15.676 -1.0534
C -3.949 -4.738 -14.305 0.4714
O -4.692 -3.907 -13.930 -0.3515
N -3.895 -6.017 -13.420 -0.1226
H -3.006 -6.512 -13.486 0.3921
H -3.866 -5.612 -12.481 0.3511
C -5.107 -6.899 -13.706 -0.5728
H -3.727 -5.568 -16.347 0.3549
H -2.242 -5.001 -15.541 0.3981
H -3.461 -3.810 -16.061 0.3383
H -4.835 -7.520 -14.556 0.3563
H -6.013 -6.327 -13.865 0.3785
H -5.084 -7.560 -12.841 0.0548
C -11.264 -10.766 -15.790 -0.9999
C -10.386 -9.568 -15.616 0.4824
O -9.633 -9.224 -16.467 -0.3685
N -10.172 -9.064 -14.239 -0.0560
H -10.052 -8.046 -14.351 0.3950
H -11.001 -8.992 -13.638 0.4270
C -8.981 -9.690 -13.480 -0.9353
H -12.054 -10.749 -15.031 0.3658
H -10.720 -11.683 -15.546 0.2497
H -11.728 -10.912 -16.762 0.3633
H -8.041 -9.614 -14.010 0.4007
H -9.253 -10.660 -13.076 0.2456
H -9.053 -9.056 -12.594 0.3951
C -6.056 -17.757 -12.177 -1.1499
C -6.926 -16.536 -12.291 0.3787
O -6.710 -15.538 -11.663 -0.3405
N -7.922 -16.484 -13.451 -0.1561
H -7.626 -16.031 -14.319 0.3928
H -7.912 -17.481 -13.696 0.4278
C -9.376 -16.173 -13.055 -0.6852
H -5.172 -17.597 -12.805 0.3522
H -6.590 -18.682 -12.384 0.4945
H -5.531 -17.733 -11.223 0.3269
H -9.591 -17.013 -12.397 0.3641
H -9.883 -16.286 -14.010 0.4356
H -9.484 -15.229 -12.537 0.1350
C -2.419 -14.147 -13.333 -0.6074
C -1.571 -12.924 -13.187 0.3504
O -0.391 -12.998 -13.097 -0.3832
N -2.178 -11.555 -13.024 0.2340
H -2.981 -11.521 -12.376 -0.0460
H -1.477 -11.065 -12.459 0.4559
C -2.387 -10.875 -14.386 -0.6006
H -3.164 -13.996 -14.117 0.3231
H -2.945 -14.187 -12.371 0.0267
H -1.851 -15.062 -13.462 0.3900
H -1.413 -10.678 -14.829 0.4062
H -2.809 -9.908 -14.128 0.1296
H -2.998 -11.551 -14.973 0.3434
C -4.482 -8.976 -6.027 -0.9510
C -3.913 -8.097 -7.079 0.5149
O -2.827 -7.652 -7.095 -0.3295
N -4.735 -8.022 -8.380 -0.0390
H -5.746 -8.057 -8.241 0.4134
H -4.594 -7.101 -8.806 0.3717
C -4.459 -9.168 -9.353 -1.1307
H -4.322 -10.014 -6.324 0.2029
H -5.535 -8.736 -5.861 0.3863
H -3.989 -8.811 -5.070 0.3630
H -4.894 -9.931 -8.697 0.3383
H -3.422 -9.488 -9.394 0.3591
H -5.008 -9.139 -10.292 0.3918
C -0.398 -15.080 -7.600 -0.9479
C -1.905 -15.044 -7.580 0.4478
O -2.591 -15.963 -7.876 -0.3856
N -2.595 -13.678 -7.651 0.1047
H -3.376 -13.638 -6.997 0.3427
H -1.893 -12.952 -7.504 0.4016
C -3.126 -13.421 -9.059 -1.2637
H -0.098 -16.028 -7.156 0.3600
H 0.089 -14.211 -7.165 0.3941
H -0.210 -15.196 -8.671 0.3235
H -3.762 -14.192 -9.481 0.4876
H -2.299 -13.271 -9.758 0.4791
H -3.586 -12.445 -9.229 0.2066
O -6.993 -11.866 -12.397 -0.1539
C -5.789 -11.207 -12.113 0.2944
O -5.635 -10.065 -12.637 -0.6037
O -4.923 -11.768 -11.379 -0.3977
H -6.617 -12.690 -12.007 0.0509
```



9 unconnected molecules or ions with the total composition C22H58Cl2FIN20O9P, computed with the ωB97M-V functional and the def2-TZVPD basis.

For the HOMO energy, the calculation gives -10.8 eV. For the LUMO energy, the calculation gives -4.27 eV. The total energy comes out at -117129.734 eV. For the HOMO-LUMO gap, the calculation gives 6.498 eV. Its total charge is +1. The calculation puts the molecular weight at 994.62 g/mol.

Structure (XYZ):
```
114
Properties=species:S:1:pos:R:3:mulliken_charge:R:1
C -7.101 -1.152 0.758 -0.8583
C -5.847 -2.233 0.725 0.0556
Cl -6.419 -3.602 -0.448 -0.1798
C -4.502 -1.571 0.063 -0.4947
N -3.993 -0.325 0.808 0.3644
C -2.801 0.314 0.483 -0.9683
N -2.401 1.496 1.331 -0.1498
C -1.553 2.507 0.600 0.7593
C -2.518 3.715 -0.038 -0.8041
C -3.929 3.917 0.772 -0.0594
F -4.594 5.126 0.155 -0.3767
C -0.470 3.313 1.575 -0.4842
C 0.548 2.327 2.395 -0.0714
O 0.119 1.893 3.613 -0.5412
I 2.540 1.674 1.768 0.1788
C -0.688 1.915 -0.664 -0.7367
C -1.564 0.848 -1.564 -0.4582
P -0.745 0.349 -3.214 0.3734
N 0.845 -0.002 -3.096 -0.7394
N -2.008 -0.282 -0.674 0.9962
C -0.885 -1.169 -0.200 -0.2724
C -0.829 -2.657 -0.889 -0.1447
C 0.677 -2.964 -1.547 -0.8824
Cl -2.095 -2.969 -2.204 -0.0840
H -8.155 -1.656 0.605 0.3566
H -7.033 -0.483 1.729 0.1895
H -6.936 -0.434 -0.177 0.2825
H -5.662 -2.777 1.750 0.2367
H -4.778 -1.231 -1.024 0.3166
H -3.668 -2.425 0.092 0.0290
H -4.624 0.010 1.597 0.4454
H -2.012 1.227 2.261 0.4417
H -1.905 4.733 0.075 0.2929
H -2.641 3.514 -1.188 0.3507
H -4.653 2.993 0.620 0.1016
H -3.760 4.187 1.910 0.2904
H 0.202 3.993 0.862 0.4060
H -1.007 4.036 2.324 0.4006
H 0.360 1.478 -0.384 -0.2323
H -0.472 2.847 -1.376 0.3607
H -2.561 1.439 -1.867 0.2689
H -0.849 1.475 -4.103 0.1321
H -1.466 -0.753 -3.849 0.1424
H 1.114 0.069 -2.090 0.2278
H -1.060 -1.350 0.969 0.2574
H 0.192 -0.705 -0.278 -0.0742
H -0.953 -3.466 -0.032 0.4545
H 0.632 -2.725 -2.700 0.2476
H 1.510 -2.273 -1.047 0.1651
H 0.978 -4.106 -1.440 0.3319
C 2.639 -5.513 -4.619 0.7094
O 2.161 -6.497 -4.080 -0.6545
N 3.965 -5.295 -4.700 -0.4033
N 1.887 -4.550 -5.184 -0.3896
H 4.366 -4.485 -5.143 0.1653
H 4.575 -5.989 -4.291 0.2184
H 0.884 -4.666 -5.150 0.1908
H 2.275 -3.737 -5.630 0.1687
C 5.868 -0.701 0.760 0.7624
O 5.414 0.086 -0.053 -0.5660
N 7.129 -1.169 0.700 -0.3922
N 5.153 -1.178 1.796 -0.3519
H 7.510 -1.818 1.367 0.1640
H 7.709 -0.841 -0.060 0.2027
H 4.199 -0.858 1.887 0.0762
H 5.522 -1.827 2.470 0.1559
C -5.064 -2.091 -5.334 0.7326
O -4.150 -1.335 -5.622 -0.6452
N -6.319 -1.929 -5.792 -0.4054
N -4.903 -3.160 -4.533 -0.3084
H -7.076 -2.550 -5.559 0.1582
H -6.493 -1.141 -6.399 0.2305
H -3.978 -3.327 -4.161 0.1255
H -5.651 -3.787 -4.292 0.1547
C -5.155 4.329 -3.783 0.6192
O -4.693 3.205 -3.670 -0.6169
N -5.213 5.202 -2.760 -0.2923
N -5.650 4.803 -4.941 -0.4101
H -5.592 6.129 -2.846 0.1644
H -4.853 4.895 -1.867 0.1763
H -5.630 4.186 -5.741 0.2448
H -6.032 5.728 -5.040 0.1544
C 6.435 2.332 4.394 0.6902
O 6.897 1.208 4.507 -0.6561
N 6.377 3.205 5.417 -0.4062
N 5.940 2.806 3.236 -0.3239
H 5.997 4.132 5.330 0.1578
H 6.736 2.898 6.310 0.2357
H 5.960 2.189 2.435 0.0998
H 5.558 3.731 3.136 0.1440
C 7.512 3.181 -2.667 0.5927
O 8.425 3.937 -2.955 -0.6525
N 6.257 3.343 -3.125 -0.3587
N 7.673 2.112 -1.866 -0.3303
H 5.500 2.722 -2.892 0.1709
H 6.083 4.131 -3.732 0.2083
H 8.598 1.945 -1.494 0.1771
H 6.925 1.485 -1.625 0.1768
C 8.615 -1.706 6.485 0.6027
O 9.528 -0.949 6.197 -0.6371
N 7.360 -1.544 6.027 -0.3388
N 8.776 -2.775 7.286 -0.3824
H 6.603 -2.164 6.260 0.1525
H 7.185 -0.755 5.420 0.2785
H 9.701 -2.941 7.658 0.2311
H 8.027 -3.402 7.527 0.1557
C -6.201 -1.829 4.809 0.7010
O -6.656 -1.042 3.996 -0.6298
N -4.940 -2.297 4.749 -0.3362
N -6.916 -2.306 5.844 -0.4288
H -4.560 -2.946 5.416 0.1750
H -4.360 -1.969 3.989 0.1543
H -7.871 -1.986 5.935 0.2359
H -6.547 -2.955 6.518 0.1578
```



> LUMO of number 1 (C22H57N7O10)?

-13.59 eV



> LUMO of number 2 (C22H58Cl2FIN20O9P)?

-4.27 eV



> molecular weight of number 1 (C22H57N7O10)?

579.74 g/mol